No. 1
117
Properties=species:S:1:pos:R:3 method="wB97M-V/def2-TZVPD" total_energy_ha=-5784.79903 lumo_energy_ha=-0.1046 fmax_ev_per_a=3.7 charge=+1 homo_lumo_gap_ev=7.36 e_homo_ev=-10.208
Ca -2.57 -1.84 -2.94
C -0.24 0.74 -0.51
F -0.28 0.83 -1.83
F 0.88 0.17 -0.13
F -0.32 1.93 0.00
S -1.66 -0.37 0.08
O -1.12 -1.72 0.22
O -2.17 0.21 1.29
N -2.75 -0.45 -1.23
S -3.71 0.86 -1.21
O -3.17 2.05 -0.59
O -4.21 1.06 -2.55
C -5.25 0.30 -0.24
F -6.16 1.23 -0.37
F -5.71 -0.79 -0.89
F -5.01 0.00 1.00
C -4.44 -3.71 -0.06
C -4.62 -3.83 -1.56
O -3.64 -3.84 -2.33
N -5.86 -3.95 -2.03
C -7.01 -4.47 -1.26
H -5.31 -3.30 0.44
H -3.64 -2.99 0.12
H -4.09 -4.69 0.26
H -5.99 -4.02 -3.03
H -6.65 -5.13 -0.47
H -7.66 -4.94 -1.99
H -7.57 -3.66 -0.79
C -2.18 1.92 -4.94
C -1.14 0.87 -4.81
O -1.35 -0.19 -4.19
N 0.06 1.16 -5.33
C 1.31 0.42 -5.16
H -3.20 1.54 -4.96
H -2.06 2.59 -5.78
H -2.11 2.48 -4.00
H 0.05 1.95 -5.95
H 1.49 -0.15 -6.08
H 1.12 -0.37 -4.43
H 2.10 1.10 -4.86
C 6.28 0.42 3.66
C 5.41 0.16 2.44
O 5.33 0.95 1.52
N 4.76 -1.04 2.42
C 3.81 -1.44 1.40
H 5.90 -0.18 4.49
H 6.20 1.47 3.93
H 7.34 0.27 3.47
H 5.29 -1.79 2.84
H 3.19 -0.59 1.12
H 3.18 -2.25 1.74
H 4.35 -1.63 0.47
C 1.91 -2.55 -1.75
C 0.69 -3.18 -2.37
O -0.32 -2.51 -2.62
N 0.72 -4.50 -2.58
C -0.42 -5.32 -2.95
H 2.81 -3.13 -1.97
H 1.73 -2.58 -0.67
H 2.09 -1.54 -2.09
H 1.59 -4.98 -2.52
H -0.09 -6.35 -2.91
H -0.79 -5.11 -3.95
H -1.22 -5.29 -2.21
C -3.27 5.05 -1.77
Cl -3.87 4.76 -3.41
Cl -1.54 4.89 -1.57
H -3.59 6.06 -1.54
H -3.79 4.34 -1.13
F 3.42 3.32 2.78
C 2.90 2.25 3.40
C 1.99 1.46 2.74
C 1.37 0.41 3.43
C 1.73 0.20 4.76
C 2.72 0.96 5.39
C 3.29 2.04 4.70
H 1.92 1.54 1.66
H 0.66 -0.29 3.03
H 1.13 -0.48 5.35
H 3.00 0.80 6.42
H 4.09 2.54 5.22
F 2.00 5.56 -2.92
C 2.65 4.40 -2.86
C 2.28 3.38 -1.99
C 3.05 2.25 -1.91
C 4.17 2.03 -2.71
C 4.46 3.02 -3.64
C 3.75 4.20 -3.68
H 1.40 3.53 -1.38
H 2.74 1.53 -1.17
H 4.81 1.16 -2.67
H 5.30 2.98 -4.33
H 4.03 5.01 -4.35
F -2.44 6.20 4.76
C -1.66 5.64 3.82
C -2.23 4.81 2.88
C -1.42 4.25 1.91
C -0.06 4.57 1.85
C 0.48 5.44 2.79
C -0.32 5.96 3.80
H -3.27 4.54 2.91
H -1.74 3.52 1.18
H 0.48 4.18 0.99
H 1.53 5.65 2.68
H 0.13 6.58 4.56
F 2.77 -3.68 3.97
C 1.54 -4.19 3.78
C 1.27 -5.48 4.17
C 0.01 -6.02 3.92
C -0.94 -5.25 3.28
C -0.68 -3.92 2.95
C 0.58 -3.39 3.19
H 2.05 -6.13 4.55
H -0.24 -7.05 4.11
H -1.88 -5.71 3.00
H -1.44 -3.35 2.44
H 0.78 -2.38 2.86

***

No. 2
139
Properties=species:S:1:pos:R:3 method="wB97M-V/def2-TZVPD" total_energy_ha=-6993.93168 smiles="FC(F)C(F)(F)COC(F)(F)C(F)F.FC(F)C(F)(F)COC(F)(F)C(F)F.FC(F)C(F)(F)COC(F)(F)C(F)F.FC(F)C(F)(F)COC(F)(F)C(F)F.CCOS(C)(=O)=O.CCOS(C)(=O)=O.CCOS(C)(=O)=O.c1ccncc1.c1ccncc1" lumo_energy_ha=-0.0009 fmax_ev_per_a=3.2 charge=0 homo_lumo_gap_ev=9.95 e_homo_ev=-9.980
O 0.30 -4.41 -6.22
S 0.63 -5.51 -5.34
O 1.61 -6.50 -5.69
O 0.91 -4.85 -3.90
C 1.46 -3.53 -3.82
C 0.47 -2.60 -3.16
C -0.86 -6.48 -4.90
H 1.78 -3.15 -4.80
H 2.35 -3.64 -3.20
H 0.28 -2.95 -2.14
H -0.49 -2.55 -3.67
H 0.89 -1.59 -3.23
H -1.06 -6.43 -3.83
H -0.74 -7.49 -5.26
H -1.69 -5.95 -5.37
O 0.19 5.72 0.67
S 0.29 4.47 1.37
O 1.54 3.77 1.39
O -0.16 4.76 2.90
C -1.09 5.81 3.16
C -1.31 5.90 4.65
C -1.05 3.35 0.90
H -2.01 5.79 2.56
H -0.60 6.73 2.82
H -1.69 4.99 5.11
H -2.00 6.73 4.84
H -0.42 6.21 5.19
H -2.01 3.73 1.26
H -0.90 2.31 1.16
H -1.09 3.41 -0.19
O -1.95 1.06 7.70
S -2.06 1.68 6.42
O -1.24 2.80 6.09
O -1.91 0.52 5.31
C -1.16 0.79 4.12
C 0.18 0.10 4.17
C -3.81 2.07 6.14
H -1.05 1.85 3.86
H -1.74 0.42 3.26
H 0.08 -0.97 4.33
H 0.85 0.50 4.93
H 0.80 0.20 3.27
H -4.08 2.94 6.73
H -4.31 1.19 6.53
H -3.98 2.23 5.08
N 3.62 3.48 -3.20
C 2.41 3.96 -3.52
C 1.32 3.20 -3.88
C 1.51 1.82 -3.99
C 2.74 1.29 -3.66
C 3.77 2.15 -3.33
H 2.43 5.04 -3.51
H 0.41 3.62 -4.29
H 0.78 1.14 -4.42
H 2.97 0.23 -3.71
H 4.75 1.74 -3.12
N 0.87 0.32 -0.03
C 0.23 1.08 -0.92
C -0.96 0.75 -1.54
C -1.53 -0.44 -1.09
C -0.96 -1.20 -0.10
C 0.32 -0.83 0.36
H 0.63 2.06 -1.17
H -1.48 1.40 -2.23
H -2.54 -0.63 -1.43
H -1.42 -2.14 0.17
H 0.96 -1.40 1.01
C -6.02 -2.52 -2.20
C -7.30 -2.15 -1.44
C -8.21 -3.35 -1.11
F -9.35 -3.06 -0.44
F -8.51 -3.98 -2.27
F -6.91 -1.48 -0.34
F -8.06 -1.30 -2.19
O -5.25 -3.48 -1.46
C -4.22 -4.03 -2.18
C -3.39 -4.89 -1.22
F -2.41 -5.54 -1.85
F -3.00 -4.15 -0.16
F -4.63 -4.68 -3.28
F -3.42 -3.01 -2.64
H -5.36 -1.68 -2.38
H -6.40 -3.00 -3.11
H -7.68 -4.06 -0.46
H -4.10 -5.62 -0.80
C -6.34 1.83 -0.50
C -6.47 3.10 0.35
C -5.64 3.02 1.65
F -6.21 2.10 2.48
F -4.37 2.69 1.33
F -6.07 4.15 -0.40
F -7.76 3.35 0.70
O -5.32 1.95 -1.48
C -5.68 1.87 -2.80
C -4.42 2.01 -3.64
F -3.50 1.08 -3.38
F -4.67 2.22 -4.94
F -6.35 0.73 -3.11
F -6.53 2.87 -3.11
H -7.32 1.56 -0.90
H -6.01 1.00 0.12
H -5.74 3.94 2.25
H -4.07 2.98 -3.26
C 5.35 -2.01 3.40
C 4.08 -2.84 3.50
C 3.55 -3.19 2.11
F 2.34 -3.80 2.07
F 3.51 -2.10 1.31
F 4.19 -3.96 4.24
F 3.07 -2.12 4.10
O 6.37 -2.49 2.54
C 7.10 -3.60 2.91
C 8.26 -3.56 1.89
F 8.93 -2.40 2.08
F 9.12 -4.58 2.04
F 7.54 -3.52 4.17
F 6.34 -4.71 2.80
H 5.72 -1.86 4.42
H 5.11 -0.99 3.12
H 4.24 -3.94 1.70
H 7.87 -3.53 0.87
C 5.87 2.25 -0.24
C 5.02 1.14 0.40
C 3.83 1.67 1.16
F 3.42 0.89 2.19
F 4.10 2.90 1.67
F 4.62 0.31 -0.61
F 5.80 0.41 1.25
O 6.98 1.88 -1.06
C 8.03 1.02 -0.73
C 8.88 0.88 -1.99
F 10.08 0.33 -1.59
F 8.37 0.06 -2.92
F 8.72 1.71 0.21
F 7.66 -0.15 -0.23
H 6.29 2.88 0.54
H 5.19 2.80 -0.88
H 2.98 1.81 0.49
H 9.17 1.87 -2.36

***

No. 3
103
Properties=species:S:1:pos:R:3 method="wB97M-V/def2-TZVPD" total_energy_ha=-4259.75212 lumo_energy_ha="-0.0191 / -0.0190" fmax_ev_per_a=3.8 charge=0 homo_lumo_gap_ev="5.94 / 5.94" e_homo_ev="-6.457 / -6.460"
Bi 13.26 12.08 11.69
C 13.30 15.64 13.57
C 12.01 15.10 14.22
C 10.89 16.14 14.15
P 11.56 13.47 13.38
C 11.09 12.19 14.72
C 10.64 12.79 16.05
C 10.13 11.17 14.16
C 10.30 13.78 12.18
C 8.94 13.59 12.47
C 8.02 13.60 11.39
C 6.61 13.03 11.51
C 8.43 13.98 10.14
C 9.79 14.24 9.83
C 10.74 14.02 10.83
N 12.08 13.91 10.48
C 12.74 14.80 9.69
C 12.23 16.06 9.35
C 12.94 16.97 8.61
C 14.21 16.74 8.18
C 15.15 17.70 7.55
C 14.71 15.43 8.40
C 14.02 14.50 9.15
P 14.94 13.00 9.58
C 15.13 11.94 8.08
C 14.15 10.78 7.98
C 15.13 12.71 6.76
C 16.69 13.50 10.19
C 16.73 14.66 11.17
C 17.73 13.79 9.13
H 13.28 16.79 13.66
H 14.24 15.26 14.07
H 13.37 15.46 12.49
H 12.11 14.83 15.23
H 10.74 16.50 13.11
H 9.91 15.81 14.58
H 11.25 17.05 14.69
H 11.99 11.61 14.95
H 10.00 13.70 15.87
H 10.11 12.05 16.68
H 11.51 13.18 16.64
H 9.05 11.37 14.35
H 10.31 10.90 13.10
H 10.31 10.20 14.69
H 8.67 13.41 13.56
H 5.72 13.70 11.26
H 6.47 12.17 10.88
H 6.45 12.77 12.55
H 7.64 14.10 9.37
H 10.13 14.36 8.82
H 11.27 16.36 9.77
H 12.51 17.93 8.35
H 15.86 18.15 8.29
H 15.73 17.21 6.79
H 14.68 18.51 7.00
H 15.68 15.18 7.92
H 16.17 11.52 8.26
H 13.16 11.14 7.61
H 14.55 10.03 7.33
H 14.00 10.35 8.99
H 14.22 13.26 6.61
H 15.97 13.45 6.63
H 15.20 12.02 5.93
H 16.94 12.55 10.76
H 16.56 15.61 10.65
H 15.94 14.64 11.96
H 17.76 14.75 11.62
H 17.53 14.80 8.65
H 18.75 13.82 9.54
H 17.71 13.04 8.29
O 11.42 6.14 10.72
C 10.57 6.86 9.98
O 9.65 6.34 9.32
C 10.65 8.38 10.22
C 9.66 9.33 9.86
N 10.05 10.52 10.36
N 11.32 10.47 10.89
C 11.63 9.19 10.85
C 12.96 8.81 11.32
O 13.43 7.63 11.19
O 13.69 9.74 11.82
H 12.29 6.70 10.97
H 8.76 9.15 9.25
H 9.57 11.40 10.21
Cl 9.51 7.27 14.49
C 8.46 7.17 13.04
Cl 7.07 8.25 13.23
H 8.13 6.13 13.06
H 9.01 7.43 12.14
Cl 15.70 13.77 15.73
C 15.12 12.21 15.83
C 14.77 11.78 17.13
C 14.71 10.40 17.41
C 14.64 9.46 16.33
C 14.77 9.90 14.99
C 15.08 11.31 14.74
C 15.43 11.68 13.44
H 14.65 12.53 17.90
H 14.83 10.06 18.42
H 14.42 8.42 16.54
H 14.54 9.25 14.14
H 15.75 10.80 12.86
H 15.94 12.65 13.25

***

No. 4
109
Properties=species:S:1:pos:R:3 method="wB97M-V/def2-TZVPD" total_energy_ha=-7531.23726 lumo_energy_ha="0.1470 / 0.1470" fmax_ev_per_a=1.0 multiplicity=2 charge=-2 homo_lumo_gap_ev="6.05 / 6.05" e_homo_ev="-2.049 / -2.051"
Co -0.49 -0.43 0.00
S -2.63 1.14 1.63
C -2.51 -0.47 2.06
N -1.72 -1.38 1.50
C -1.80 -2.61 2.10
C -1.05 -3.73 1.72
C -1.23 -4.92 2.41
C -2.15 -5.01 3.46
C -2.90 -3.91 3.84
C -2.72 -2.71 3.16
S -3.47 -1.17 3.38
H -0.34 -3.64 0.92
H -0.64 -5.78 2.13
H -2.27 -5.95 3.98
H -3.60 -3.98 4.65
O 1.52 -0.80 -0.87
N 1.87 -0.63 -2.11
C 2.33 0.58 -2.50
C 2.72 0.81 -3.80
C 2.63 -0.21 -4.73
C 2.15 -1.45 -4.32
C 1.78 -1.65 -3.01
H 2.32 1.31 -1.71
H 3.06 1.80 -4.07
H 2.92 -0.04 -5.76
H 2.05 -2.27 -5.01
H 1.37 -2.55 -2.59
C 4.57 -0.01 0.02
C 4.48 -0.26 1.52
C 5.22 0.83 2.29
C 5.07 -1.63 1.85
O 3.14 -0.32 1.94
Si 1.89 0.77 1.93
O 0.54 0.18 1.43
O 2.51 2.08 1.13
C 1.89 3.35 0.95
C 2.19 3.79 -0.48
C 0.38 3.29 1.15
C 2.53 4.31 1.96
O 1.76 1.31 3.51
C 1.43 0.56 4.67
C 0.90 1.57 5.68
C 0.36 -0.49 4.39
C 2.70 -0.10 5.20
H 5.61 0.05 -0.30
H 4.07 0.92 -0.24
H 4.07 -0.82 -0.51
H 6.27 0.88 1.99
H 5.16 0.63 3.36
H 4.76 1.81 2.10
H 6.11 -1.70 1.50
H 4.48 -2.40 1.36
H 5.05 -1.80 2.92
H 1.66 3.14 -1.18
H 3.26 3.72 -0.67
H 1.86 4.81 -0.65
H -0.07 2.55 0.50
H -0.06 4.27 0.93
H 0.12 3.02 2.17
H 3.60 4.42 1.74
H 2.42 3.90 2.96
H 2.06 5.29 1.92
H 0.00 2.04 5.30
H 1.65 2.35 5.86
H 0.67 1.09 6.63
H -0.53 -0.02 3.99
H 0.11 -1.02 5.31
H 0.69 -1.22 3.65
H 3.45 0.66 5.44
H 3.12 -0.77 4.44
H 2.48 -0.69 6.09
Br -0.15 3.05 -5.23
C -1.48 3.43 -3.90
C -2.28 4.54 -4.14
C -3.25 4.88 -3.21
C -3.40 4.13 -2.06
C -2.57 3.03 -1.84
C -1.60 2.67 -2.77
C -0.78 1.39 -2.45
O -0.50 0.66 -3.40
O -0.56 1.26 -1.22
H -2.14 5.12 -5.04
H -3.88 5.75 -3.40
H -4.16 4.38 -1.32
H -2.67 2.42 -0.95
C -2.90 -1.17 -4.96
C -4.04 -1.22 -3.95
C -3.69 -1.95 -2.65
C -4.97 -2.13 -1.80
C -4.71 -2.74 -0.43
C -3.16 -3.31 -3.00
O -3.79 -4.13 -3.65
N -1.91 -3.57 -2.54
C -1.12 -2.77 -1.68
O -0.09 -3.31 -1.30
N -1.54 -1.55 -1.32
C -2.74 -1.08 -1.80
O -3.15 0.03 -1.52
H -3.18 -0.57 -5.82
H -2.65 -2.17 -5.32
H -2.00 -0.71 -4.53
H -4.91 -1.71 -4.38
H -4.32 -0.20 -3.66
H -5.66 -2.75 -2.38
H -5.41 -1.14 -1.69
H -4.26 -3.73 -0.50
H -5.64 -2.84 0.13
H -4.05 -2.11 0.17
H -1.52 -4.49 -2.72